Below is C25H41N3O3Sb2Sr as an isolated structure at a distorted geometry, with properties calculated with ωB97M-V with the def2-TZVPD basis set.

Structure (XYZ):
```
75
Properties=species:S:1:pos:R:3:lowdin_charge:R:1
Sb -1.07 2.33 0.59 1.29
Sb 0.12 -1.36 2.33 1.34
Sr -0.68 -0.48 -0.53 1.15
O -0.15 -2.51 -0.96 -0.28
O 0.73 -0.07 -2.25 -0.20
O 2.17 -1.33 -0.36 -0.19
N -2.57 0.64 -2.09 -0.06
N 2.54 0.51 -3.45 -0.12
N 0.75 -4.50 -1.48 -0.12
C -4.11 2.31 -3.72 -0.03
C -0.02 3.59 -0.80 -0.30
C 3.95 0.82 -3.57 -0.01
C -1.73 2.73 5.54 -0.06
C 0.19 2.82 2.31 -0.31
C 0.11 1.10 4.20 -0.30
C -0.56 -5.08 -1.71 0.00
C 1.08 0.18 3.56 -0.30
C -0.40 0.75 5.45 -0.06
C -1.38 -2.09 3.69 -0.30
C 0.85 -3.24 -1.09 -0.39
C 1.97 0.03 -2.35 -0.40
C -3.90 0.70 -1.96 -0.14
C -4.70 1.52 -2.75 -0.03
C 1.74 0.78 -4.63 0.00
C -2.73 2.23 -3.87 -0.03
C -1.24 3.10 4.30 -0.05
C 1.86 -5.43 -1.60 -0.01
C 1.59 -2.88 2.72 -0.30
C 2.24 -2.68 -0.79 -0.09
C -2.74 3.65 0.90 -0.29
C -0.32 2.31 3.62 -0.29
C -2.01 1.40 -3.03 -0.17
C -1.30 1.54 6.12 -0.06
C 2.85 -0.40 -1.18 -0.08
H -1.32 -4.31 -1.60 0.09
H 2.57 -2.53 2.39 0.01
H 4.35 1.26 -2.65 0.10
H -2.44 3.37 6.05 0.11
H -0.93 -2.41 4.63 0.02
H -1.55 4.03 3.86 0.11
H 4.54 -0.07 -3.84 0.11
H 2.06 -5.92 -0.65 0.11
H -2.11 -1.31 3.90 0.01
H 3.80 -0.82 -1.52 0.14
H -1.66 1.25 7.09 0.11
H 3.05 0.47 -0.55 0.16
H 4.07 1.55 -4.37 0.11
H -0.73 3.93 -1.55 0.01
H 1.33 -3.79 2.20 0.00
H -4.70 2.95 -4.35 0.12
H 0.22 3.91 2.34 0.07
H -2.38 4.66 1.05 0.02
H 0.40 4.45 -0.30 0.02
H 2.86 -2.77 -1.69 0.14
H -5.77 1.53 -2.59 0.12
H 1.79 0.70 2.91 0.05
H 2.77 -4.95 -1.96 0.10
H -3.31 3.33 1.76 0.01
H 0.80 0.23 -4.56 0.09
H 2.29 0.44 -5.51 0.11
H 1.63 -3.07 3.79 0.02
H -0.74 -5.88 -0.98 0.11
H -0.93 1.33 -3.11 0.08
H 1.18 2.45 2.07 0.05
H 1.65 -0.35 4.31 0.07
H -0.05 -0.17 5.91 0.12
H -4.34 0.08 -1.20 0.12
H 0.76 3.02 -1.30 -0.01
H -0.61 -5.49 -2.71 0.11
H -3.38 3.62 0.02 0.00
H 1.55 1.85 -4.73 0.11
H -2.22 2.82 -4.62 0.11
H 2.70 -3.27 0.01 0.14
H 1.58 -6.19 -2.32 0.11
H -1.89 -2.93 3.23 0.00
```

frontier orbital gap: 7.9 eV
highest occupied orbital energy: -12.644 eV
E_LUMO: -4.7 eV
total charge: +2

Below is C2HN3O2 in the gas phase at a distorted geometry, with properties calculated with ωB97M-V with the def2-TZVPD basis set.

Structure (XYZ):
```
8
Properties=species:S:1:pos:R:3:nbo_charge:R:1
O 2.15 0.01 0.10 -0.48
O 0.25 -1.22 -0.05 -0.33
N -1.13 -1.17 -0.03 0.00
N 0.27 1.24 -0.12 -0.15
N -1.00 1.28 0.03 -0.10
C -1.58 0.04 0.08 0.08
C 0.98 0.01 -0.04 0.77
H -2.64 0.03 0.19 0.21
```

SMILES string: O=c1nncno1
frontier orbital gap: 8.6 eV
highest occupied orbital energy: -10.749 eV
energy relative to the best compared isomer or geometry (same formula, charge and spin): 435.1 kJ/mol
E_LUMO: -2.2 eV

Below is C5H10O in the gas phase, with properties calculated with ωB97M-V with the def2-TZVPD basis set.

Structure (XYZ):
```
16
Properties=species:S:1:pos:R:3:nbo_charge:R:1
O 1.42 -0.68 -1.25 -0.50
C -0.91 -0.36 1.60 -0.60
C -0.34 1.05 -1.38 -0.63
C 0.34 -0.04 -0.57 0.21
C 1.72 0.12 -0.11 -0.11
C -0.57 -0.96 0.23 -0.42
H -0.07 -1.92 0.36 0.22
H 2.25 1.05 -0.31 0.18
H -1.66 -0.96 2.13 0.21
H 0.29 1.94 -1.47 0.22
H -1.49 -1.14 -0.33 0.21
H 2.07 -0.43 0.77 0.18
H -0.01 -0.32 2.23 0.20
H -1.29 1.34 -0.94 0.21
H -0.53 0.68 -2.39 0.23
H -1.29 0.66 1.51 0.20
```

SMILES string: CC[C@@]1(C)CO1
frontier orbital gap: 11.1 eV
highest occupied orbital energy: -10.082 eV
energy relative to the best compared isomer or geometry (same formula, charge and spin): 110.5 kJ/mol
E_LUMO: 1.0 eV

Below is a 3-piece molecular cluster, C3H8NO3S overall at a distorted geometry, with properties calculated with ωB97M-V with the def2-TZVPD basis set.

Structure (XYZ):
```
16
Properties=species:S:1:pos:R:3:nbo_charge:R:1
S 2.91 0.04 0.21 -0.19
O 0.70 -0.02 2.55 -0.99
O -1.90 0.82 0.98 -0.80
O -3.42 -0.15 -0.49 -0.78
N -1.15 0.01 -1.08 -0.71
C 1.35 -0.03 -1.06 -0.47
C 0.06 -0.64 -0.42 -0.31
C -2.26 0.25 -0.09 0.87
H 1.64 -0.53 -1.99 0.20
H -1.50 -0.54 -1.80 0.36
H -0.03 -0.51 0.71 0.27
H -0.05 -1.72 -0.62 0.18
H 1.11 1.37 0.44 0.20
H 0.01 0.55 2.18 0.49
H 1.45 0.10 1.87 0.47
H 1.09 1.02 -1.37 0.21
```

frontier orbital gap: 5.4 eV
highest occupied orbital energy: -4.703 eV
energy relative to the best compared isomer or geometry (same formula, charge and spin): 502.0 kJ/mol
E_LUMO: 0.7 eV
total charge: -1

Below is C40H40IrN3O3P2S as an isolated structure at a distorted geometry, with properties calculated with ωB97M-V with the def2-TZVPD basis set.

Structure (XYZ):
```
90
Properties=species:S:1:pos:R:3:lowdin_charge:R:1
Ir -0.39 0.26 0.16 1.13
S -7.40 1.26 -1.33 0.81
P -2.17 -1.22 0.48 0.91
P -2.29 1.31 -0.10 0.81
O 1.30 -0.88 3.64 0.14
O 0.32 0.25 2.01 -0.19
O 1.89 0.29 -2.01 -0.08
N -3.30 0.01 0.16 -0.38
N 0.84 -1.68 0.25 -0.02
N 0.90 2.04 0.03 -0.02
C -2.70 -0.62 3.14 -0.08
C -1.52 -2.96 4.08 -0.05
C 1.72 -3.80 -0.37 -0.01
C 1.29 -1.87 1.49 -0.20
C -1.74 1.38 -1.82 -0.36
C 2.14 2.14 -0.51 -0.22
C 1.08 4.34 0.73 -0.02
C -0.60 2.54 -3.60 -0.03
C -4.65 4.59 -0.07 -0.04
C -5.12 -0.33 -1.53 -0.26
C -1.09 0.19 -3.83 -0.05
C -3.04 3.20 1.74 -0.09
C -8.39 0.82 0.11 -0.40
C -4.75 -0.06 -0.08 -0.23
C -3.73 -5.03 -1.52 -0.04
C 0.96 -0.80 2.50 -0.56
C -4.20 -4.62 -0.28 -0.04
C -2.74 -4.30 -2.16 -0.05
C -2.00 -2.01 4.97 -0.04
C -4.57 4.99 1.26 -0.03
C -2.70 -2.74 -0.32 -0.33
C -3.12 2.80 0.40 -0.35
C 2.86 3.33 -0.44 0.01
C -2.59 -0.85 4.50 -0.04
C -2.23 -3.16 -1.57 -0.10
C 1.99 -3.01 1.87 0.04
C 2.35 4.44 0.18 -0.01
C -2.22 -1.57 2.24 -0.36
C -6.63 -0.34 -1.74 -0.48
C -3.76 4.30 2.16 -0.04
C -3.93 3.49 -0.50 -0.07
C 2.21 -3.99 0.92 -0.01
C -3.69 -3.48 0.32 -0.08
C -1.63 -2.74 2.71 -0.10
C 2.81 0.99 -1.20 -0.18
C -1.69 0.20 -2.57 -0.11
C -0.55 1.35 -4.34 -0.03
C -1.18 2.55 -2.35 -0.08
C 0.42 3.14 0.64 -0.13
C 1.04 -2.63 -0.67 -0.13
H -2.37 -4.62 -3.13 0.12
H 2.33 -3.09 2.89 0.14
H -4.68 0.44 -2.17 0.10
H -4.06 -3.18 1.30 0.11
H -9.06 -0.01 -0.12 0.04
H -8.99 1.69 0.35 0.04
H -4.70 -1.29 -1.84 0.11
H 3.25 0.35 -0.43 0.14
H -0.54 3.04 1.11 0.07
H -4.97 -5.20 0.22 0.12
H 3.84 3.36 -0.90 0.13
H -1.46 -2.60 -2.08 0.07
H -7.77 0.57 0.97 0.03
H 2.91 5.36 0.23 0.13
H -1.21 3.48 -1.79 0.11
H -1.07 -0.72 -4.41 0.12
H 2.33 -0.50 -2.33 0.09
H -1.07 -3.87 4.44 0.12
H -5.29 5.12 -0.76 0.12
H -7.10 -1.12 -1.13 0.08
H 3.62 1.39 -1.81 0.13
H -1.90 -2.18 6.04 0.12
H -0.10 1.35 -5.32 0.12
H -4.01 3.17 -1.54 0.12
H -2.40 2.66 2.43 0.11
H -2.97 -0.12 5.20 0.12
H -6.86 -0.56 -2.78 0.08
H -5.13 5.85 1.60 0.12
H -2.18 -0.69 -2.22 0.06
H -5.17 0.90 0.24 0.09
H -5.17 -0.82 0.58 0.13
H 0.67 -2.42 -1.66 0.10
H -3.70 4.62 3.19 0.12
H -4.13 -5.92 -1.98 0.12
H -3.18 0.28 2.78 0.09
H 1.87 -4.54 -1.14 0.12
H 2.74 -4.89 1.17 0.13
H -1.25 -3.49 2.02 0.11
H 0.60 5.16 1.25 0.12
H -0.19 3.45 -4.02 0.12
```

frontier orbital gap: 6.5 eV
highest occupied orbital energy: -12.683 eV
energy relative to the best compared isomer or geometry (same formula, charge and spin): 24.0 kJ/mol
E_LUMO: -6.1 eV
total charge: +2

> Which value of E_LUMO does entry 4 give?

0.7 eV

> Which value of highest occupied orbital energy does entry 1 give?

-12.644 eV